ORCA calculation (wB97M-V/def2-TZVPD) on C4H12N4 in the gas phase in a non-equilibrium geometry.

The value obtained for the energy above the lowest of the compared OMol25 structures with the same formula, charge and spin is 371.7 kJ/mol. The calculation puts the HOMO energy at -7.7 eV. As for the SMILES: CN(N)/C=N/N(C)C. The calculation puts the frontier orbital gap at 8.72 eV.

Bonds (Å) are listed after each position.
Element x y z (Å)
1 C -1.855 2.439 -0.353  N2 1.519, H9 1.087, H10 1.127, H11 1.098
2 N -0.632 1.769 -0.955  C1 1.519, N3 1.441, C4 1.453
3 N 0.553 2.519 -0.624  N2 1.441, H12 1.031, H13 1.032
4 C -0.393 0.355 -0.721  N2 1.453, N5 1.327, H14 1.088
5 N 0.456 -0.061 0.209  C4 1.327, N6 1.427
6 N 0.391 -1.471 0.420  N5 1.427, C7 1.444, C8 1.403
7 C 0.387 -1.946 1.783  N6 1.444, H15 1.113, H16 1.158, H17 1.102
8 C 1.148 -2.204 -0.506  N6 1.403, H18 1.061, H19 1.070, H20 1.129
9 H -2.731 1.820 -0.533  C1 1.087
10 H -1.910 3.440 -0.867  C1 1.127
11 H -1.830 2.550 0.739  C1 1.098
12 H 0.951 2.932 -1.480  N3 1.031
13 H 1.240 1.857 -0.230  N3 1.032
14 H -1.137 -0.360 -1.068  C4 1.088
15 H 1.395 -2.033 2.248  C7 1.113
16 H 0.030 -3.042 1.677  C7 1.158
17 H -0.228 -1.346 2.473  C7 1.102
18 H 0.881 -3.222 -0.370  C8 1.061
19 H 1.038 -1.961 -1.543  C8 1.070
20 H 2.245 -2.037 -0.300  C8 1.129

***

ORCA calculation (wB97M-V/def2-TZVPD) on C4H12N4 in the gas phase in a non-equilibrium geometry.

The value obtained for the energy above the lowest of the compared OMol25 structures with the same formula, charge and spin is 375.6 kJ/mol. The calculation puts the HOMO energy at -8.0 eV. As for the SMILES: CCN(N)/C(C)=N\N. The calculation puts the frontier orbital gap at 9.15 eV.

Bonds (Å) are listed after each position.
Element x y z (Å)
1 C 2.155 0.910 -0.503  C2 1.486, H9 1.078, H10 1.086, H11 1.121
2 C 1.531 -0.422 -0.293  C1 1.486, N3 1.520, H12 1.159, H13 1.106
3 N 0.193 -0.286 0.416  C2 1.520, N4 1.398, C5 1.436
4 N 0.074 -1.147 1.511  N3 1.398, H14 1.053, H15 1.047
5 C -1.089 -0.069 -0.194  N3 1.436, C6 1.564, N7 1.307
6 C -1.708 -1.310 -0.918  C5 1.564, H16 1.085, H17 1.103, H18 1.033
7 N -1.712 1.076 -0.296  C5 1.307, N8 1.358
8 N -1.234 2.088 0.474  N7 1.358, H19 1.086, H20 1.019
9 H 1.743 1.761 -1.020  C1 1.078
10 H 3.108 0.864 -1.022  C1 1.086
11 H 2.397 1.291 0.523  C1 1.121
12 H 2.372 -1.043 0.206  C2 1.159
13 H 1.246 -0.932 -1.232  C2 1.106
14 H -0.495 -1.949 1.133  N4 1.053
15 H -0.500 -0.632 2.219  N4 1.047
16 H -1.006 -2.126 -1.058  C6 1.085
17 H -2.270 -1.722 -0.062  C6 1.103
18 H -2.467 -1.116 -1.590  C6 1.033
19 H -0.386 1.961 1.140  N8 1.086
20 H -1.954 2.803 0.566  N8 1.019

***

ORCA calculation (wB97M-V/def2-TZVPD) on a 2-piece molecular cluster, C4H12N4 overall.

The value obtained for the energy above the lowest of the compared OMol25 structures with the same formula, charge and spin is 62.4 kJ/mol. The calculation puts the HOMO energy at -9.0 eV. As for the SMILES: N=C(N)N.C=NCC. The calculation puts the frontier orbital gap at 9.82 eV.

Bonds (Å) are listed after each position.
Element x y z (Å)
1 N -1.598 -1.411 1.425  C2 1.268, H5 1.015
2 C -0.804 -0.531 1.878  N1 1.268, N3 1.389, N4 1.374
3 N -1.139 0.762 2.260  C2 1.389, H6 1.007, H7 1.007
4 N 0.526 -0.842 2.027  C2 1.374, H8 1.008, H9 1.008
5 H -2.547 -1.084 1.279  N1 1.015
6 H -1.978 1.129 1.842  N3 1.007
7 H -0.382 1.426 2.285  N3 1.007
8 H 0.713 -1.832 2.013  N4 1.008
9 H 1.042 -0.325 2.720  N4 1.008
10 C 0.114 1.801 -0.525  N11 1.248, H14 1.096, H15 1.082
11 N 0.838 0.817 -0.782  C10 1.248, C12 1.431
12 C 0.311 -0.296 -1.510  N11 1.431, C13 1.529, H16 1.092, H17 1.098
13 C 1.264 -0.659 -2.649  C12 1.529, H18 1.083, H19 1.091, H20 1.097
14 H -0.936 1.899 -0.826  C10 1.096
15 H 0.543 2.628 0.026  C10 1.082
16 H 0.241 -1.127 -0.805  C12 1.092
17 H -0.696 -0.099 -1.900  C12 1.098
18 H 1.356 0.172 -3.338  C13 1.083
19 H 0.879 -1.531 -3.180  C13 1.091
20 H 2.254 -0.897 -2.239  C13 1.097

***

ORCA calculation (wB97M-V/def2-TZVPD) on a 2-piece molecular cluster, C4H12N4 overall in a non-equilibrium geometry.

The value obtained for the energy above the lowest of the compared OMol25 structures with the same formula, charge and spin is 127.4 kJ/mol. The calculation puts the HOMO energy (alpha / beta) at -12.9 / -12.9 eV. The spin multiplicity is 2. The total charge is +1. The calculation puts the frontier orbital gap (alpha / beta) at 9.37 / 5.19 eV.

Bonds (Å) are listed after each position.
Element x y z (Å)
1 C 1.952 0.057 0.726  C2 1.365, N4 1.442, H5 1.131
2 C 1.334 -0.919 1.453  C1 1.365, N3 1.457, H6 1.038
3 N 1.292 -0.814 2.905  C2 1.457, H7 1.028, H8 1.028
4 N 2.362 0.102 -0.656  C1 1.442, H9 1.016, H10 1.035
5 H 2.318 0.946 1.321  C1 1.131
6 H 0.877 -1.772 1.079  C2 1.038
7 H 1.952 -1.472 3.339  N3 1.028
8 H 0.355 -0.955 3.302  N3 1.028
9 H 2.955 0.901 -0.863  N4 1.016
10 H 1.639 -0.059 -1.378  N4 1.035
11 C -1.016 0.337 -1.063  C12 1.350, N14 1.427, H15 1.081
12 C -2.365 0.331 -1.136  C11 1.350, N13 1.404, H16 1.106
13 N -3.216 -0.505 -0.397  C12 1.404, H17 1.010, H18 1.006
14 N -0.163 1.196 -1.817  C11 1.427, H19 1.042, H20 1.062
15 H -0.485 -0.362 -0.433  C11 1.081
16 H -2.836 1.143 -1.722  C12 1.106
17 H -3.874 -0.992 -0.988  N13 1.010
18 H -3.776 0.046 0.232  N13 1.006
19 H 0.391 0.790 -2.600  N14 1.042
20 H 0.304 2.001 -1.305  N14 1.062

***

ORCA calculation (wB97M-V/def2-TZVPD) on a 2-piece molecular cluster, C4H12N4 overall in a non-equilibrium geometry.

The value obtained for the energy above the lowest of the compared OMol25 structures with the same formula, charge and spin is 544.5 kJ/mol. The calculation puts the HOMO energy (alpha / beta) at -17.9 / -18.3 eV. The total charge is +2. The calculation puts the frontier orbital gap (alpha / beta) at 7.82 / 8.41 eV.

Bonds (Å) are listed after each position.
Element x y z (Å)
1 C -2.787 0.626 0.631  N5 1.226, N6 1.458, H9 1.142
2 C -4.186 -1.250 0.068  N5 1.213, H10 1.141, H11 1.146
3 C 2.908 -0.305 0.358  C4 1.544, H12 1.062, H13 1.102, H14 1.192
4 C 1.636 0.568 0.291  C3 1.544, N8 1.471, H15 1.149, H16 1.084
5 N -3.473 -0.272 0.157  C1 1.226, C2 1.213
6 N -1.684 1.278 -0.066  C1 1.458, N7 1.317, H17 1.079
7 N -1.160 0.595 -1.063  N6 1.317, H18 1.056
8 N 0.761 -0.261 -0.552  C4 1.471, H19 0.966, H20 0.991
9 H -3.045 1.008 1.676  C1 1.142
10 H -3.845 -2.277 0.430  C2 1.141
11 H -5.122 -1.265 -0.592  C2 1.146
12 H 2.624 -1.136 0.955  C3 1.062
13 H 3.488 -0.347 -0.579  C3 1.102
14 H 3.616 0.178 1.186  C3 1.192
15 H 1.709 1.521 -0.347  C4 1.149
16 H 1.263 0.595 1.309  C4 1.084
17 H -1.321 2.127 0.491  N6 1.079
18 H -0.718 1.207 -1.802  N7 1.056
19 H 0.336 -1.113 -0.391  N8 0.966
20 H 1.105 -0.130 -1.472  N8 0.991

***

ORCA calculation (wB97M-V/def2-TZVPD) on a 2-piece molecular cluster, C4H12N4O overall in a non-equilibrium geometry.

The value obtained for the energy above the lowest of the compared OMol25 structures with the same formula, charge and spin is 225.1 kJ/mol. The calculation puts the HOMO energy at -9.6 eV. As for the SMILES: [H]/N=C(N)\N=N\[H].CC(C)O. The calculation puts the frontier orbital gap at 9.44 eV.

Bonds (Å) are listed after each position.
Element x y z (Å)
1 H -2.479 -1.270 1.429  N2 1.015
2 N -2.359 -1.657 0.498  H1 1.015, C3 1.270
3 C -2.005 -0.788 -0.357  N2 1.270, N4 1.360, N5 1.430
4 N -1.760 -1.116 -1.655  C3 1.360, H8 1.006, H9 1.009
5 N -1.799 0.577 0.014  C3 1.430, N6 1.262
6 N -1.498 1.333 -0.951  N5 1.262, H7 1.027
7 H -1.453 2.304 -0.621  N6 1.027
8 H -2.099 -2.012 -1.962  N4 1.006
9 H -1.804 -0.345 -2.304  N4 1.009
10 C 1.871 1.206 1.417  C11 1.523, H14 1.088, H15 1.089, H16 1.088
11 C 1.028 0.416 0.424  C10 1.523, C12 1.524, O13 1.403, H17 1.133
12 C 1.585 -0.979 0.164  C11 1.524, H18 1.086, H19 1.090, H20 1.090
13 O 0.910 1.165 -0.756  C11 1.403, H21 0.981
14 H 1.444 2.197 1.559  C10 1.088
15 H 2.880 1.322 1.025  C10 1.089
16 H 1.919 0.687 2.371  C10 1.088
17 H -0.018 0.309 0.844  C11 1.133
18 H 1.688 -1.524 1.097  C12 1.086
19 H 2.564 -0.905 -0.309  C12 1.090
20 H 0.915 -1.543 -0.485  C12 1.090
21 H 0.468 0.621 -1.442  O13 0.981

***

ORCA calculation (wB97M-V/def2-TZVPD) on a 2-piece molecular cluster, C4H12N4O overall in a non-equilibrium geometry.

The value obtained for the energy above the lowest of the compared OMol25 structures with the same formula, charge and spin is 529.5 kJ/mol. The calculation puts the HOMO energy at -8.2 eV. As for the SMILES: C=CN(C)O.N=C(N)N. The calculation puts the frontier orbital gap at 8.82 eV.

Bonds (Å) are listed after each position.
Element x y z (Å)
1 C -2.121 -0.800 0.494  C2 1.341, H6 1.083, H7 1.085
2 C -1.239 -1.808 0.424  C1 1.341, N3 1.428, H8 1.092
3 N 0.148 -1.958 0.730  C2 1.428, C4 1.452, O5 1.399
4 C 1.074 -1.041 1.368  N3 1.452, H9 1.095, H10 1.091, H11 1.098
5 O 0.806 -3.119 0.307  N3 1.399, H12 0.976
6 H -1.870 0.157 0.936  C1 1.083
7 H -3.165 -0.822 0.200  C1 1.085
8 H -1.625 -2.731 -0.013  C2 1.092
9 H 0.641 -0.430 2.167  C4 1.095
10 H 1.514 -0.310 0.688  C4 1.091
11 H 1.907 -1.582 1.837  C4 1.098
12 H 1.225 -2.928 -0.553  O5 0.976
13 N 2.028 2.015 -0.849  C14 1.356, H17 1.038
14 C 0.692 2.138 -1.050  N13 1.356, N15 1.560, N16 1.564
15 N -0.343 2.874 -0.145  C14 1.560, H18 1.210, H19 1.017
16 N -0.071 1.171 -2.015  C14 1.564, H20 1.017, H21 1.014
17 H 2.475 2.681 -0.191  N13 1.038
18 H -1.342 2.864 -0.828  N15 1.210
19 H -0.543 2.386 0.724  N15 1.017
20 H 0.654 0.656 -2.510  N16 1.017
21 H -0.844 0.584 -1.722  N16 1.014

***

ORCA calculation (wB97M-V/def2-TZVPD) on a 2-piece molecular cluster, C4H12N4O2 overall in a non-equilibrium geometry.

The value obtained for the energy above the lowest of the compared OMol25 structures with the same formula, charge and spin is 76.6 kJ/mol. The calculation puts the HOMO energy at -8.5 eV. As for the SMILES: CN=C(N)N.CNC(=O)O. The calculation puts the frontier orbital gap at 9.31 eV.

Bonds (Å) are listed after each position.
Element x y z (Å)
1 C 1.330 -0.226 -1.766  N2 1.452, H6 1.094, H7 1.094, H8 1.095
2 N 1.261 -0.806 -0.437  C1 1.452, C3 1.302
3 C 0.183 -1.451 -0.095  N2 1.302, N4 1.372, N5 1.369
4 N -0.919 -1.697 -0.875  C3 1.372, H9 1.013, H10 1.016
5 N 0.256 -2.363 0.923  C3 1.369, H11 1.013, H12 1.016
6 H 1.996 0.642 -1.740  C1 1.094
7 H 0.364 0.113 -2.152  C1 1.094
8 H 1.749 -0.961 -2.460  C1 1.095
9 H -1.575 -2.295 -0.389  N4 1.013
10 H -1.394 -0.826 -1.093  N4 1.016
11 H 0.431 -3.307 0.598  N5 1.013
12 H 0.980 -2.103 1.587  N5 1.016
13 C -0.333 2.468 -0.307  N14 1.438, H18 1.093, H19 1.092, H20 1.093
14 N 0.085 1.561 0.727  C13 1.438, C15 1.386, H21 1.011
15 C -0.797 0.698 1.358  N14 1.386, O16 1.221, O17 1.357
16 O -1.994 0.617 1.132  C15 1.221
17 O -0.286 0.349 2.566  C15 1.357, H22 0.976
18 H -1.151 2.026 -0.880  C13 1.093
19 H 0.518 2.677 -0.959  C13 1.092
20 H -0.691 3.398 0.143  C13 1.093
21 H 1.012 1.609 1.127  N14 1.011
22 H -1.026 -0.124 2.992  O17 0.976

***

ORCA calculation (wB97M-V/def2-TZVPD) on an isolated ion of composition C4H12N4O2S and charge +2 in a non-equilibrium geometry.

The value obtained for the energy above the lowest of the compared OMol25 structures with the same formula, charge and spin is 155.7 kJ/mol. The calculation puts the HOMO energy at -19.6 eV. The total charge is +2. As for the SMILES: CS(=O)(=O)N(CCC[NH3+])[N+]#N. The calculation puts the frontier orbital gap at 10.94 eV.

Bonds (Å) are listed after each position.
Element x y z (Å)
1 C 1.768 1.719 2.114  S2 1.752, H12 1.187, H13 0.996, H14 0.995
2 S 0.359 1.470 1.104  C1 1.752, O3 1.457, O4 1.366, N5 1.907
3 O -0.499 0.418 1.632  S2 1.457
4 O -0.161 2.543 0.437  S2 1.366
5 N 1.175 0.537 -0.346  S2 1.907, C6 1.646, N10 1.255
6 C 0.778 -1.041 -0.593  N5 1.646, C7 1.537, H15 1.073, H16 1.065
7 C -0.403 -1.332 -1.534  C6 1.537, C8 1.548, H17 1.076, H18 1.097
8 C -1.738 -0.686 -1.089  C7 1.548, N9 1.487, H19 1.064, H20 1.040
9 N -2.086 -1.201 0.262  C8 1.487, H21 1.029, H22 1.064, H23 1.049
10 N 1.558 1.212 -1.332  N5 1.255, N11 1.118
11 N 1.831 1.902 -2.169  N10 1.118
12 H 1.338 2.282 3.066  C1 1.187
13 H 2.325 0.896 2.173  C1 0.996
14 H 2.396 2.382 1.718  C1 0.995
15 H 0.685 -1.560 0.341  C6 1.073
16 H 1.629 -1.632 -0.840  C6 1.065
17 H -0.214 -2.375 -1.719  C7 1.076
18 H -0.104 -1.073 -2.557  C7 1.097
19 H -1.816 0.369 -0.979  C8 1.064
20 H -2.343 -0.965 -1.887  C8 1.040
21 H -3.096 -1.231 0.454  N9 1.029
22 H -1.794 -0.598 1.088  N9 1.064
23 H -1.587 -2.035 0.657  N9 1.049

***

ORCA calculation (wB97M-V/def2-TZVPD) on a 4-piece molecular cluster, C4H12N4O8 overall in a non-equilibrium geometry.

The value obtained for the energy above the lowest of the compared OMol25 structures with the same formula, charge and spin is 162.2 kJ/mol. The calculation puts the HOMO energy at -10.8 eV. As for the SMILES: C[N+](=O)[O-].C[N+](=O)[O-].C[N+](=O)[O-].C[N+](=O)[O-]. The calculation puts the frontier orbital gap at 10.26 eV.

Bonds (Å) are listed after each position.
Element x y z (Å)
1 C 19.226 -22.450 -4.665  N2 1.507, H5 1.090, H6 1.090, H7 1.090
2 N 20.583 -22.865 -5.175  C1 1.507, O3 1.216, O4 1.224
3 O 21.519 -22.912 -4.401  N2 1.216
4 O 20.651 -23.019 -6.387  N2 1.224
5 H 18.484 -23.156 -5.039  C1 1.090
6 H 18.959 -21.508 -5.143  C1 1.090
7 H 19.331 -22.367 -3.584  C1 1.090
8 C 28.244 -24.599 -17.650  N9 1.475, H12 1.090, H13 1.090, H14 1.090
9 N 29.231 -24.321 -18.710  C8 1.475, O10 1.238, O11 1.162
10 O 28.855 -24.432 -19.884  N9 1.238
11 O 30.305 -23.957 -18.454  N9 1.162
12 H 28.225 -23.868 -16.843  C8 1.090
13 H 28.528 -25.561 -17.222  C8 1.090
14 H 27.304 -24.830 -18.152  C8 1.090
15 C 23.678 -24.748 -12.267  N16 1.534, H19 1.090, H20 1.090, H21 1.090
16 N 23.259 -25.235 -13.660  C15 1.534, O17 1.233, O18 1.275
17 O 22.567 -26.255 -13.673  N16 1.233
18 O 23.703 -24.629 -14.690  N16 1.275
19 H 24.500 -25.337 -11.859  C15 1.090
20 H 22.891 -25.018 -11.562  C15 1.090
21 H 23.935 -23.693 -12.363  C15 1.090
22 C 18.853 -19.679 -10.206  N23 1.481, H26 1.090, H27 1.090, H28 1.090
23 N 19.764 -19.963 -11.338  C22 1.481, O24 1.290, O25 1.274
24 O 20.971 -19.523 -11.222  N23 1.290
25 O 19.338 -20.628 -12.337  N23 1.274
26 H 17.795 -19.656 -10.465  C22 1.090
27 H 19.175 -18.905 -9.509  C22 1.090
28 H 18.902 -20.653 -9.719  C22 1.090